Computed, not measured: a structure of composition C16H27IN7O2PPdS in a non-equilibrium geometry, with ωB97M-V/def2-TZVPD.

Output
- HOMO level (eV) = -13.2
- molecular weight (g mol⁻¹) = 645.80
- net charge = +2
- frontier orbital gap (Ha) = 0.2316

Geometry (Å):
Pd1 -0.1860 0.4065 -0.2454
S1 -0.6835 -0.0803 2.1870
C1 -1.3820 -1.4783 1.3954
C2 -2.1933 -2.3862 2.0660
C3 -2.6543 -3.4823 1.3644
C4 -2.2996 -3.6340 0.0280
C5 -1.4915 -2.6790 -0.5654
N1 -1.0347 -1.6315 0.1111
H1 -2.4267 -2.2350 3.1077
H2 -3.2704 -4.2177 1.8564
H3 -2.6273 -4.4870 -0.5408
H4 -1.1833 -2.7684 -1.6001
N2 -0.0199 1.2596 -2.4314
C6 0.0589 0.7027 -3.4577
N3 0.0681 0.1432 -4.6018
C7 -1.0947 0.3126 -5.4709
C8 -0.7863 1.4077 -6.4905
C9 0.4615 1.0262 -7.2827
C10 1.6483 0.7855 -6.3495
C11 1.2989 -0.2466 -5.2761
H5 -1.9682 0.5533 -4.8603
H6 -1.2754 -0.6364 -5.9813
H7 -0.6240 2.3576 -5.9751
H8 -1.6348 1.5373 -7.1601
H9 0.7097 1.8209 -7.9848
H10 0.2573 0.1222 -7.8576
H11 1.9427 1.7243 -5.8741
H12 2.5025 0.4251 -6.9224
H13 2.0969 -0.3335 -4.5362
H14 1.1333 -1.2262 -5.7316
N4 -0.8839 3.7513 -1.8988
C12 -2.2698 3.6843 -1.3989
P1 -2.0961 2.4300 -0.0022
O1 -0.7092 2.7134 0.5148
O2 -2.3860 1.0647 -0.5341
C13 -3.2867 2.7529 1.4081
N5 -2.5457 2.2729 2.5895
H15 -0.2865 3.9576 -1.0783
H16 -0.7434 4.4285 -2.6543
H17 -0.5561 2.7530 -2.1889
H18 -2.9370 3.3215 -2.1777
H19 -2.5990 4.6592 -1.0483
H20 -4.1741 2.1390 1.2518
H21 -3.5826 3.7950 1.5265
H22 -3.1362 2.1654 3.4193
H23 -1.7760 2.9207 2.7940
H24 -2.0129 1.3029 2.3802
I1 5.6589 -1.9619 -0.2388
C14 4.0621 -0.6415 0.0158
C15 4.1119 0.6668 0.4558
N6 2.8500 1.1305 0.4310
N7 1.9933 0.1944 0.0096
C16 2.7074 -0.8912 -0.2438
H25 4.9486 1.2613 0.7633
H26 2.5176 2.0295 0.7589
H27 2.2494 -1.8084 -0.5666

=====

Computed, not measured: a cluster of 2 separate species, C16H27N2O5P in total in a non-equilibrium geometry, with ωB97M-V/def2-TZVPD.

Output
- energy relative to the best compared isomer or geometry (same formula, charge and spin) (kJ/mol) = 682.6
- HOMO level (eV) = -9.1
- molecular weight (g mol⁻¹) = 358.37
- SMILES string = C#CCCC[C@H](N)[C@@H](OC)c1ccccn1.COP(=O)(OC)OC
- frontier orbital gap (Ha) = 0.2877

Geometry (Å):
C1 1.2404 -0.2239 0.7555
C2 0.6718 0.3132 -0.1447
C3 -0.0734 0.8475 -1.2893
C4 -1.5925 0.9141 -0.9592
C5 -2.2828 1.6553 -2.1096
C6 -3.8064 1.9043 -1.9591
N1 -4.0117 3.3364 -1.6510
C7 -4.4883 1.0425 -0.8882
O1 -5.8221 1.4946 -0.6374
C8 -6.7388 1.1038 -1.6442
C9 -4.4782 -0.4487 -1.2165
C10 -4.9687 -1.3654 -0.2989
C11 -4.9785 -2.7321 -0.5118
C12 -4.4427 -3.1455 -1.7363
C13 -3.9592 -2.1629 -2.5795
N2 -3.9692 -0.8484 -2.3840
H1 1.8033 -0.6566 1.5492
H2 0.3061 1.8046 -1.6462
H3 0.0149 0.1051 -2.0898
H4 -1.9044 -0.1246 -0.8438
H5 -1.6913 1.4235 0.0032
H6 -1.8232 2.6475 -2.1498
H7 -2.0215 1.1869 -3.0616
H8 -4.2537 1.7651 -2.9448
H9 -3.9781 3.4685 -0.6471
H10 -4.9131 3.6375 -1.9928
H11 -3.9902 1.1266 0.0830
H12 -7.2201 0.1460 -1.4200
H13 -6.3206 1.1107 -2.6536
H14 -7.5438 1.8459 -1.6357
H15 -5.3492 -0.9849 0.6465
H16 -5.3518 -3.4330 0.2215
H17 -4.3833 -4.1966 -1.9842
H18 -3.5170 -2.5024 -3.5161
C14 6.3533 -3.0012 2.3844
O2 6.3722 -2.0506 3.4487
P1 6.0251 -0.4833 3.0294
O3 4.9056 -0.6555 2.0625
O4 7.4982 -0.3047 2.3135
C15 8.6799 -0.8392 2.9215
O5 5.9315 1.1278 3.3669
C16 5.9908 2.0247 2.2581
H19 6.9178 -3.8677 2.7282
H20 5.3318 -3.3044 2.1670
H21 6.8236 -2.6005 1.4867
H22 8.9878 -1.7377 2.3856
H23 8.5338 -1.0844 3.9710
H24 9.4711 -0.0952 2.8401
H25 5.0936 1.9342 1.6479
H26 6.8789 1.8522 1.6535
H27 6.0423 3.0309 2.6711

=====

Computed, not measured: a cluster of 3 separate species, C16H27NO7PS in total in a non-equilibrium geometry, with ωB97M-V/def2-TZVPD.

Output
- energy relative to the best compared isomer or geometry (same formula, charge and spin) (kJ/mol) = 0.0
- HOMO level (eV) = -11.8
- molecular weight (g mol⁻¹) = 408.43
- net charge = +1
- frontier orbital gap (Ha) = 0.3001

Geometry (Å):
C1 -1.2088 1.1116 0.8595
S1 0.1269 0.3413 1.8662
O1 1.0341 -0.7485 0.9714
C2 1.3704 -0.2522 -0.3259
O2 1.2857 -1.0159 -1.2368
C3 1.7854 1.1995 -0.6248
C4 1.4949 1.7164 -1.9782
C5 1.8632 3.1393 -2.2480
C6 2.4865 3.9788 -1.2106
C7 2.8083 3.4406 0.1216
C8 2.4480 2.0648 0.3719
P1 -0.8368 -0.8507 3.4238
N1 0.1815 -0.5601 4.8157
O3 -0.6855 -2.4147 2.8702
H1 -0.9556 1.1760 -0.2263
H2 -1.3304 2.1538 1.2557
H3 -2.1407 0.5092 1.0548
H4 0.9995 1.0739 -2.7466
H5 1.6599 3.5895 -3.2428
H6 2.7263 5.0433 -1.4174
H7 3.2810 4.0415 0.9288
H8 2.6276 1.5803 1.3672
H9 -0.0046 -1.3249 5.4750
H10 1.1706 -0.6121 4.5326
H11 -0.9449 -2.9772 3.6368
O4 1.5339 1.9243 -5.2595
C9 1.9370 2.5577 -6.2033
O5 2.1297 3.8825 -6.0832
C10 2.7741 4.6969 -7.0749
C11 1.7898 5.1484 -8.1337
C12 2.1370 1.9059 -7.5449
H12 3.6406 4.1859 -7.4968
H13 3.1575 5.5697 -6.5452
H14 1.3705 4.3030 -8.6812
H15 2.2772 5.8132 -8.8496
H16 0.9535 5.6784 -7.6763
H17 1.1849 1.8699 -8.0733
H18 2.4951 0.8889 -7.3820
H19 2.8843 2.3955 -8.1661
O6 -2.2754 -3.2533 5.0583
C13 -2.7336 -4.2815 5.5181
O7 -3.7000 -4.9206 4.8648
C14 -4.1871 -6.2285 5.2147
C15 -5.2555 -6.1441 6.2845
C16 -2.2928 -4.7911 6.8623
H20 -3.3650 -6.8896 5.4920
H21 -4.6217 -6.6410 4.3042
H22 -4.8656 -5.7229 7.2124
H23 -5.6581 -7.1355 6.5002
H24 -6.0713 -5.4977 5.9590
H25 -2.8561 -4.2808 7.6430
H26 -1.2316 -4.5696 6.9833
H27 -2.3937 -5.8675 6.9795

=====

Computed, not measured: a structure of composition C16H28BCl3O3Tc in a non-equilibrium geometry, with ωB97M-V/def2-TZVPD.

Output
- HOMO level (alpha / beta) (eV) = 2.2 / 1.1
- multiplicity = 4
- molecular weight (g mol⁻¹) = 483.57
- net charge = -2
- frontier orbital gap (alpha / beta) (Ha) = 0.0768 / 0.1153

Geometry (Å):
C1 -0.1957 -1.1024 -2.8409
C2 0.7781 -0.0537 -2.7578
C3 0.1244 1.1157 -2.2570
C4 2.1893 -0.1557 -3.2261
C5 -1.2769 0.8083 -2.0778
C6 -1.4746 -0.5698 -2.4369
C7 -2.7256 -1.3659 -2.3359
C8 0.0378 -2.5076 -3.2310
C9 0.8101 2.4140 -2.0239
C10 -2.3790 1.7168 -1.6438
Tc1 -0.1319 -0.4485 -0.7545
Cl1 2.7952 -1.9789 -0.3258
Cl2 -0.7735 -2.8848 3.0493
Cl3 -0.3998 1.1779 0.7960
H1 2.4958 -1.1986 -3.1909
H2 2.8493 0.3924 -2.5490
H3 2.2849 0.2344 -4.2520
H4 1.7360 2.2478 -1.4659
H5 0.1840 3.1000 -1.4533
H6 1.0843 2.8722 -2.9804
H7 -1.9824 2.6543 -1.2449
H8 -2.9722 1.2445 -0.8545
H9 -3.0623 1.9437 -2.4722
H10 -3.5747 -0.7248 -2.0891
H11 -2.6111 -2.1231 -1.5458
H12 -2.9169 -1.9004 -3.2731
H13 1.0100 -2.5927 -3.7382
H14 -0.7802 -2.8650 -3.8452
H15 0.0536 -3.1321 -2.3399
O1 -0.6972 -2.0695 -0.0594
H16 -0.1295 -2.5609 0.5832
C11 -1.4069 -0.2108 6.3241
C12 -0.8367 0.4089 5.0398
C13 -1.3259 1.8392 4.9397
O2 -1.3709 -0.3533 3.9317
B1 -0.3960 -1.2887 3.6624
O3 0.8699 -0.9735 4.0895
C14 0.7465 0.2177 4.8960
C15 1.4459 1.3637 4.1702
C16 1.5015 -0.0554 6.1875
H17 -2.5031 -0.1978 6.2658
H18 -1.1174 0.3543 7.2202
H19 -1.1016 -1.2600 6.4498
H20 -2.4203 1.8542 4.9618
H21 -0.9683 2.4297 5.7962
H22 -1.0000 2.3185 4.0105
H23 1.4352 2.2709 4.7901
H24 2.4952 1.0941 3.9917
H25 0.9787 1.5707 3.1979
H26 1.1171 -0.9429 6.7042
H27 2.5616 -0.2252 5.9620
H28 1.4389 0.8032 6.8644

=====

Computed, not measured: a cluster of 2 separate species, C16H28Cl2INO8 in total in a non-equilibrium geometry, with ωB97M-V/def2-TZVPD.

Output
- energy relative to the best compared isomer or geometry (same formula, charge and spin) (kJ/mol) = 285.5
- HOMO level (eV) = -9.5
- molecular weight (g mol⁻¹) = 560.21
- SMILES string = C[C@H](Cl)[C@@H](Cl)[C@@](CCCN)(COCOCCO)OC(=O)I.C[C@@H]1COC(=O)O1
- frontier orbital gap (Ha) = 0.3441

Geometry (Å):
C1 1.0234 0.1215 2.5196
C2 0.0516 -0.8831 1.7202
Cl1 -0.3909 -2.2299 2.9255
C3 0.9261 -1.5069 0.4986
Cl2 0.9583 -3.3625 0.7344
C4 0.2285 -1.2702 -0.9529
C5 0.0800 0.3150 -1.1080
C6 -1.4055 0.8859 -0.8964
C7 -1.3361 2.2921 -0.0752
N1 -2.6150 2.3602 0.7476
C8 1.2648 -1.9361 -2.0099
O1 1.2106 -1.3438 -3.3281
C9 1.0984 -2.4349 -4.2824
O2 2.2958 -3.2455 -4.3086
C10 2.0124 -4.6041 -4.6948
C11 1.4247 -5.5266 -3.5297
O3 2.0015 -6.8777 -3.5318
O4 -1.0281 -2.0038 -0.8922
C12 -1.6075 -2.2010 -2.1598
O5 -1.7557 -1.3534 -3.0460
I1 -2.3082 -4.2333 -2.6049
H1 2.0181 0.3206 1.9958
H2 1.2918 -0.3507 3.5335
H3 0.5570 1.1349 2.7453
H4 -0.9361 -0.4272 1.4006
H5 2.0186 -1.2023 0.4846
H6 0.7323 0.8067 -0.2905
H7 0.4653 0.7375 -2.0943
H8 -2.0980 0.2217 -0.2915
H9 -1.8098 1.1356 -1.9435
H10 -0.4884 2.2657 0.6900
H11 -1.2551 3.1973 -0.7585
H12 -3.1965 3.1541 0.4473
H13 -2.3114 2.6000 1.7057
H14 2.3101 -1.6971 -1.5822
H15 1.1690 -3.0689 -2.0008
H16 0.9353 -1.9186 -5.3000
H17 0.1872 -3.0937 -4.0924
H18 1.3034 -4.6815 -5.5992
H19 3.0038 -5.0733 -5.0303
H20 0.2877 -5.6347 -3.6926
H21 1.5783 -5.1177 -2.4740
H22 1.6783 -7.2781 -2.6905
C13 -1.3591 6.3214 3.5368
C14 -1.0192 5.1164 4.3982
C15 0.3931 4.6312 4.2533
O6 0.2823 3.2731 4.6687
C16 -0.9878 2.8828 4.3549
O7 -1.3731 1.7521 4.3810
O8 -1.7537 3.9556 4.0044
H23 -1.5601 7.1889 4.1704
H24 -0.5297 6.6033 2.8826
H25 -2.2390 6.1427 2.9164
H26 -1.2710 5.3196 5.4447
H27 1.0955 5.1793 4.8824
H28 0.7518 4.6415 3.2184

=====

Computed, not measured: a cluster of 2 separate species, C16H28N2O5 in total in a non-equilibrium geometry, with ωB97M-V/def2-TZVPD.

Output
- energy relative to the best compared isomer or geometry (same formula, charge and spin) (kJ/mol) = 0.0
- HOMO level (eV) = -9.4
- molecular weight (g mol⁻¹) = 328.41
- SMILES string = O[C@@H]1O[C@H]2CC=CC[C@H]2O1.CNC(=O)[C@H](CC(C)C)NC(C)=O
- frontier orbital gap (Ha) = 0.3579

Geometry (Å):
O1 -0.6391 2.6617 3.6927
O2 -1.7348 -1.6312 4.6479
O3 0.3579 2.0119 -6.3314
O4 1.6377 0.8486 -4.8525
O5 -0.0542 -0.1974 -5.9511
C1 -1.3249 2.3490 2.7294
C2 -1.4375 -0.4741 4.3645
C3 0.0488 -0.9749 -2.6594
C4 -0.6983 -1.7719 -3.4906
N1 -1.4911 0.5110 5.2658
N2 -1.5157 1.0915 2.3204
C5 0.3133 1.0265 -5.3302
C6 -2.0105 3.4231 1.9184
C7 -1.8775 0.3415 6.6648
C8 2.5741 -0.0743 1.3346
C9 0.7813 -1.6664 0.7105
C10 1.4991 -0.7083 -2.9781
C11 -0.0724 -2.3175 -4.7446
C12 1.7678 -0.5227 -4.4869
C13 0.7787 -1.2373 -5.4282
C14 1.0633 -0.2999 1.3408
C15 0.5369 -0.2321 2.7854
C16 -0.9987 -0.1589 2.9189
H1 0.9826 1.6913 -6.9975
H2 -0.3979 -0.5535 -1.7637
H3 -1.7393 -1.9853 -3.2632
H4 -1.1863 1.4286 4.9575
H5 -2.1087 0.9810 1.5145
H6 -0.3792 1.2928 -4.5214
H7 -3.0895 3.3002 1.9933
H8 -1.6965 3.3495 0.8788
H9 -1.7270 4.3982 2.3139
H10 -1.3200 -0.4887 7.1034
H11 -1.6630 1.2529 7.2247
H12 -2.9438 0.1194 6.7278
H13 2.7988 0.9037 1.7614
H14 2.9482 -0.1019 0.3116
H15 3.0705 -0.8460 1.9237
H16 1.1628 -2.4603 1.3539
H17 1.2763 -1.7386 -0.2553
H18 -0.2896 -1.8039 0.5692
H19 2.0910 -1.5539 -2.6152
H20 1.8378 0.1841 -2.4417
H21 0.5482 -3.1846 -4.4982
H22 -0.8535 -2.6497 -5.4353
H23 2.7875 -0.8589 -4.7002
H24 1.3330 -1.6940 -6.2544
H25 0.6000 0.4785 0.7340
H26 0.9704 0.6361 3.2832
H27 0.8914 -1.1140 3.3222
H28 -1.4082 -0.9809 2.3320

=====

Computed, not measured: a structure of composition C16H29B2F4IKNNaO15 in a non-equilibrium geometry, with ωB97M-V/def2-TZVPD.

Output
- HOMO level (eV) = -3.2
- molecular weight (g mol⁻¹) = 762.01
- net charge = -1
- frontier orbital gap (Ha) = 0.0457

Geometry (Å):
C1 -5.8136 0.0745 4.0934
B1 -5.6796 1.2691 2.9854
I1 -7.4982 2.6055 3.2545
O1 -5.5940 0.5843 1.6464
C2 -4.2513 0.4032 1.4893
C3 -3.9116 -0.1729 0.1250
C4 -2.7215 -1.0647 0.2459
F1 -2.2733 -1.4001 -1.0257
C5 -3.7333 1.7928 1.8188
C6 -2.2494 2.0528 1.9806
C7 -1.6561 1.7745 3.3523
O2 -2.0289 0.5650 3.9241
C8 -0.1420 1.8426 3.2629
F2 0.4358 1.9044 4.4752
F3 0.3670 0.7353 2.6372
F4 0.2859 2.9214 2.5607
O3 -4.4737 2.1024 2.9804
H1 -4.8177 -0.2626 4.3498
H2 -6.3580 0.2917 4.9910
H3 -6.3357 -0.7321 3.5645
H4 -3.7660 -0.2918 2.2544
H5 -4.7392 -0.7815 -0.2082
H6 -3.7431 0.5580 -0.6759
H7 -2.9649 -1.9764 0.7957
H8 -1.9510 -0.5434 0.8064
H9 -4.1029 2.4892 1.0705
H10 -1.6749 1.5147 1.2313
H11 -2.0974 3.0987 1.7657
H12 -1.9497 2.5789 4.0067
H13 -1.8065 -0.1233 3.2988
C9 0.9887 0.0964 -2.0486
C10 1.7793 -1.1742 -1.7863
C11 2.7734 -1.5231 -2.9028
O4 2.0724 -2.0433 -4.0450
C12 1.8591 -1.0956 -5.1201
N1 0.7900 -2.3260 -1.6989
H14 0.2915 -0.0178 -2.8784
H15 0.4053 0.3779 -1.1704
H16 1.6660 0.9160 -2.2760
H17 2.2894 -1.1123 -0.8265
H18 3.4416 -2.3260 -2.5512
H19 3.3981 -0.6711 -3.1526
H20 2.6493 -0.3505 -5.1629
H21 0.8949 -0.6043 -4.9966
H22 1.8438 -1.6516 -6.0564
H23 -0.0639 -2.1001 -1.1621
H24 1.2218 -3.1713 -1.2943
H25 0.5146 -2.5690 -2.6574
Na1 -3.9908 -1.8709 3.5287
O5 -1.0005 1.8222 -3.9445
H26 -0.9622 2.6073 -3.3894
H27 -1.6674 1.2718 -3.5141
B2 7.1269 -0.4643 -1.0251
O6 5.6397 -0.3186 -1.0354
C13 5.3165 0.6925 -1.8055
O7 4.1841 1.0349 -2.0352
C14 6.6025 1.3152 -2.3731
O8 6.6493 2.2432 -3.1201
O9 7.6241 0.6186 -1.9030
O10 7.6672 -0.3626 0.3332
C15 8.3160 -1.4892 0.6303
O11 8.8690 -1.7313 1.6555
C16 8.2120 -2.4262 -0.5868
O12 8.6656 -3.5245 -0.6784
O13 7.5113 -1.7940 -1.5279
O14 -4.4705 1.5042 -2.3456
H28 -5.2793 2.0299 -2.3064
K1 1.6716 -4.0118 -3.7462
O15 -4.2389 -0.2374 6.7738
H29 -4.0169 0.6267 7.1446

=====

Computed, not measured: a cluster of 3 separate species, C16H29B2F4NO11S2 in total in a non-equilibrium geometry, with ωB97M-V/def2-TZVPD.

Output
- HOMO level (eV) = -10.0
- molecular weight (g mol⁻¹) = 573.15
- SMILES string = NB(O)[C@]1(CCF)OC(=O)O[C@@]1(C[C@H](O)C(F)(F)F)B(O)O.O=S1(=O)CCCC1.O=S1(=O)CCCC1
- frontier orbital gap (Ha) = 0.3752

Geometry (Å):
N1 1.5829 -3.5129 0.9597
B1 1.2825 -2.7753 -0.3350
O1 1.3061 -3.6132 -1.5270
C1 1.0085 -1.1517 -0.3593
C2 1.8480 -0.4196 -1.5181
C3 3.2988 -1.0140 -1.8224
F1 4.2020 -1.0621 -0.7035
O2 1.7676 -0.7463 0.8463
C4 0.7857 -0.5646 1.9033
O3 0.8913 -0.8517 3.1167
O4 -0.3199 -0.0369 1.1756
C5 -0.5372 -0.6512 -0.1663
C6 -1.6673 -1.7087 0.1935
C7 -2.2265 -2.6817 -0.9218
O5 -1.7480 -4.0610 -0.7581
C8 -2.0829 -2.2515 -2.4461
F2 -0.7717 -2.0191 -2.9154
F3 -2.9947 -1.1738 -2.7251
F4 -2.5918 -3.3491 -3.2389
B2 -0.9336 0.7419 -0.9834
O6 -0.9182 0.8647 -2.4128
O7 -1.2760 1.9508 -0.2257
H1 1.1436 -4.4526 0.8695
H2 2.6046 -3.7272 0.9170
H3 1.4309 -3.0750 -2.3384
H4 2.0104 0.6833 -1.1975
H5 1.2615 -0.4908 -2.5167
H6 3.7855 -0.2910 -2.5886
H7 3.3089 -2.0397 -2.3410
H8 -1.2817 -2.3471 1.0803
H9 -2.5627 -1.1181 0.6333
H10 -3.3683 -2.7768 -0.7363
H11 -1.1010 -4.2816 -1.4648
H12 -0.2053 1.4918 -2.7163
H13 -0.3830 2.3614 -0.0698
C9 -0.0327 -1.8916 7.7102
C10 0.2110 -0.9122 6.5605
C11 -1.0451 -0.0513 6.4170
S1 -1.7957 0.0132 8.0400
O8 -3.0711 -0.6642 7.9848
O9 -1.6540 1.3476 8.5784
C12 -0.6192 -1.0608 8.8438
H14 0.8870 -2.3949 8.0160
H15 -0.7499 -2.6576 7.3970
H16 1.0688 -0.2753 6.8004
H17 0.4403 -1.4322 5.6281
H18 -0.8043 0.9606 6.0897
H19 -1.7631 -0.5031 5.7304
H20 -1.1211 -1.6615 9.6020
H21 0.1446 -0.4318 9.3067
C13 -0.3466 3.6732 -6.7675
C14 -0.6684 4.9887 -6.0557
C15 -0.1722 4.8634 -4.6140
S2 1.1948 3.7102 -4.6545
O10 0.8191 2.5241 -3.9149
O11 2.4258 4.4203 -4.3965
C16 1.0937 3.3446 -6.3972
H22 -0.4736 3.7556 -7.8488
H23 -1.0156 2.8849 -6.4070
H24 -0.1454 5.8107 -6.5553
H25 -1.7368 5.2138 -6.0863
H26 0.1741 5.8205 -4.2225
H27 -0.9430 4.4511 -3.9600
H28 1.3558 2.3016 -6.5747
H29 1.7938 4.0024 -6.9169